1.
Computed, not measured: C21H43BO2P2Pb as an isolated structure in a non-equilibrium geometry, with wB97M-V/def2-TZVPD.

Geometry as XYZ:
```
70
Properties=species:S:1:pos:R:3
P 0.4774 -2.4963 -0.3844
P 0.0593 1.5596 0.1342
C 0.0755 -0.9855 -1.4422
C 0.6949 0.3687 -1.1566
H -1.0117 -0.9240 -1.6071
H 0.5117 -1.2812 -2.4027
H 1.7790 0.2637 -0.9828
H 0.5502 0.9367 -2.0894
C -1.3057 2.2323 -0.9345
H -1.8916 2.9763 -0.3799
H -1.9996 1.4654 -1.3037
H -0.8085 2.7018 -1.8062
C 1.2617 2.8870 -0.2675
H 0.8775 3.4537 -1.1282
H 2.2410 2.4524 -0.5322
H 1.3723 3.5487 0.6005
C -0.5622 -3.7398 -1.2708
H -0.6273 -4.6384 -0.6429
H -0.1470 -4.0012 -2.2560
H -1.5784 -3.3575 -1.3964
C 2.1605 -2.9037 -0.9712
H 2.7885 -1.9978 -0.9167
H 2.1238 -3.2913 -1.9962
H 2.5919 -3.6638 -0.2992
Pb -1.6309 -0.7186 1.1521
C 0.2465 1.0103 -4.2922
C -1.0850 0.9760 -4.0844
C -2.0006 0.3357 -5.0719
C -1.6650 -1.1701 -5.3362
C -0.8236 -1.8749 -4.3185
C 0.5198 -2.0008 -4.3968
C 1.3810 -1.1900 -5.3075
C 0.9965 0.3299 -5.4117
C -0.4506 -2.1824 2.3461
H 0.8668 1.7586 -3.7511
H -1.5817 1.6124 -3.3542
H -1.9110 0.8808 -6.0334
H -3.0560 0.4272 -4.7587
H -2.6160 -1.7067 -5.3398
H -1.2500 -1.2438 -6.3579
H -1.3838 -2.3656 -3.5134
H 1.0600 -2.8093 -3.8890
H 1.3433 -1.6034 -6.3391
H 2.4387 -1.2607 -5.0026
H 1.9481 0.8717 -5.4661
H 0.5082 0.4909 -6.3926
H 0.4915 -1.6805 2.6308
H -0.1776 -3.0473 1.6980
H -1.0059 -2.5197 3.2430
C -1.7497 0.5460 5.8851
C -0.8336 1.4732 5.0677
C -1.0174 2.8980 5.5525
O -1.2972 1.4421 3.6928
B -0.4267 0.5916 2.9905
O 0.7294 0.3007 3.7154
C 0.6576 0.9527 5.0098
C 1.6992 2.0500 5.0694
C 1.0686 -0.0392 6.0788
H -1.6103 -0.5149 5.6312
H -2.8057 0.7865 5.6958
H -1.5403 0.6889 6.9587
H -2.0423 3.2193 5.3370
H -0.8477 2.9826 6.6337
H -0.3113 3.5855 5.0714
H 1.6960 2.5202 6.0657
H 2.6992 1.6141 4.9251
H 1.5459 2.8307 4.3188
H 0.4872 -0.9679 6.0599
H 2.1338 -0.2771 5.9502
H 0.9692 0.4318 7.0694
```

multiplicity = 1
calculated total energy = -51051.9878 eV
net charge = +2
gap between HOMO and LUMO (spin up / spin down) = 4.46 / 5.56 eV
E_LUMO (spin up / spin down) = -0.352 / -0.317 hartree
HOMO level (spin up / spin down) = -14.0 / -14.2 eV

2.
Computed, not measured: C21H43CrN2OP3S as an isolated structure in a non-equilibrium geometry, with wB97M-V/def2-TZVPD.

Geometry as XYZ:
```
72
Properties=species:S:1:pos:R:3
Cr 0.2539 0.4935 -0.0830
P 1.9802 1.1999 1.5640
P -0.8522 2.3405 -0.8171
P 1.8393 -0.2282 -1.5554
H -0.7172 -3.7071 0.1500
C -0.0538 -4.5005 0.5241
C 0.6927 -4.2903 1.6115
H 0.6238 -3.3460 2.1607
C 1.2692 1.5798 3.1877
C 2.9095 2.7380 1.1797
C 3.2614 -0.0237 1.9242
C -2.6403 2.0663 -0.9060
C -0.6925 3.8550 0.2180
C -0.3444 2.8926 -2.4782
C 2.3919 -1.8646 -0.9722
C 3.3777 0.7353 -1.7793
C 1.3336 -0.5476 -3.2722
H -0.0772 -5.4576 -0.0152
H 1.4264 -5.0267 1.9720
H 0.8715 0.6654 3.6450
H 0.4634 2.3196 3.1075
H 2.0717 1.9866 3.8181
H 2.2158 3.5870 1.1664
H 3.3913 2.6646 0.1986
H 3.6615 2.8866 1.9627
H 2.8044 -0.9991 2.1535
H 3.8203 0.3240 2.8102
H 3.9691 -0.1414 1.0908
H -2.9138 1.8154 -1.9374
H -3.1743 2.9704 -0.5852
H -2.9170 1.2219 -0.2617
H 0.0914 4.5081 -0.1912
H -0.4083 3.5808 1.2444
H -1.6523 4.3908 0.2472
H -0.8877 3.8017 -2.7684
H -0.5416 2.0943 -3.2028
H 0.7330 3.0982 -2.4743
H 2.7670 -2.4349 -1.8321
H 1.5446 -2.4039 -0.5311
H 3.1857 -1.7676 -0.2217
H 3.9132 0.3277 -2.6471
H 4.0307 0.6846 -0.9009
H 3.1319 1.7853 -1.9794
H 2.1812 -0.3669 -3.9465
H 0.5013 0.1092 -3.5458
H 0.9942 -1.5849 -3.3711
C -1.5329 -2.1361 -2.2486
C -2.5188 -1.1518 -2.5969
C -2.9490 -1.0303 -3.9071
C -2.5495 -1.9639 -4.8714
C -1.7170 -3.0354 -4.5199
C -1.2299 -3.1579 -3.2314
O -0.8849 -2.0476 -1.1485
H 0.8212 1.8753 0.4915
H -2.8479 -0.4849 -1.7979
H -3.6183 -0.2079 -4.1661
H -2.9099 -1.8683 -5.8968
H -1.4384 -3.7812 -5.2646
H -0.5576 -3.9562 -2.9220
C -1.5459 -1.8368 4.1469
N -1.9142 -0.4583 3.8509
C -2.3407 0.4834 4.7720
C -2.5778 1.6349 4.0942
N -2.2821 1.3860 2.7654
C -1.8261 0.1039 2.6203
S -1.3198 -0.7342 1.2354
H -2.0662 -2.5223 3.4738
H -0.4674 -1.9897 4.0397
H -1.8383 -2.0388 5.1797
H -2.4377 0.2359 5.8119
H -2.9229 2.5989 4.4341
H -2.3582 2.0508 1.9945
```

multiplicity = 4
calculated total energy = -94596.5575 eV
net charge = +3
gap between HOMO and LUMO (spin up / spin down) = 2.99 / 3.34 eV
E_LUMO (spin up / spin down) = -0.468 / -0.470 hartree
HOMO level (spin up / spin down) = -15.7 / -16.1 eV